1.
DFT (ωB97M-V/def2-TZVPD) results for CH2N2O3 in the gas phase.

```
! wB97M-V def2-TZVPD RIJCOSX def2/J DEFGRID3
* xyz 0 1
H 0.051 0.783 -0.220
O -1.548 -1.988 0.157
O -2.083 1.883 -0.018
O -3.496 -0.191 -0.102
N -2.385 0.286 -0.054
N -1.271 -0.754 0.034
C -0.113 -0.216 0.073
H 0.757 -0.812 0.379
*
```

Properties
Energy relative to the best compared isomer or geometry (same formula, charge and spin), eV: 6.962
Structure (SMILES): C=[N+]([O-])[N+](=O)[O-]
E, Ha: -374.22328
Frontier orbital gap (alpha / beta), eV: 8.15 / 8.16
Strongest force on any atom, eV/A: 6.643
E_HOMO (alpha / beta), hartree: -0.3832 / -0.3832


2.
DFT (ωB97M-V/def2-TZVPD) results for C5H9N in the gas phase.

```
! wB97M-V def2-TZVPD RIJCOSX def2/J DEFGRID3
* xyz 0 1
C -1.547 -0.259 0.546
H 1.220 -1.988 -0.343
H -0.922 -1.563 -1.173
C 0.370 1.092 0.064
H 2.141 0.121 0.892
H -1.022 -0.038 1.592
C 1.447 0.014 0.105
C -0.836 0.494 -0.532
C -0.616 -0.922 -0.388
H -2.684 -0.451 0.703
N 0.772 -1.232 0.171
H 2.174 0.152 -0.784
H 0.602 1.953 -0.491
H 0.118 1.560 1.117
H -1.215 1.068 -1.479
*
```

Properties
Energy relative to the best compared isomer or geometry (same formula, charge and spin), eV: 2.439
Structure (SMILES): C1C[C@@H]2C[C@@H]2N1
E, Ha: -250.57731
Frontier orbital gap, eV: 9.70
Strongest force on any atom, eV/A: 3.668
E_HOMO, hartree: -0.3146


3.
DFT (ωB97M-V/def2-TZVPD) results for a molecular structure, C37H51BrClGaN5.

```
! wB97M-V def2-TZVPD RIJCOSX def2/J DEFGRID3
* xyz -1 1
H 1.167 2.482 0.786
H 4.292 8.288 -4.649
H 2.885 -0.338 -0.180
C -2.264 6.298 2.761
H 3.212 4.798 -6.887
H 5.204 4.758 -0.731
C 2.218 4.362 0.800
C 3.751 6.647 -5.933
Ga -4.453 -5.164 0.417
H -8.773 -0.114 3.021
H -1.328 -5.285 0.869
C 7.886 -3.563 -0.952
H 9.367 -4.067 0.521
C -7.590 1.800 6.074
H 3.763 7.231 -6.843
H -6.478 -4.290 -0.984
C 4.294 4.292 -0.376
H 1.167 -0.667 0.005
C -5.232 -2.505 -0.955
C 4.028 2.961 -0.655
C -1.405 6.139 0.194
C 6.605 -3.064 -1.129
C -6.630 1.357 5.178
C -1.509 -5.544 -0.190
C 3.366 5.005 0.368
H 3.537 6.047 0.607
N -1.107 5.126 1.013
N 5.806 -2.693 -0.125
C 3.445 5.295 -5.954
C 2.484 -2.045 1.078
N -8.902 1.595 5.923
H -5.039 -4.359 -2.043
H -7.307 2.349 6.966
C -9.283 0.919 4.835
H -6.331 0.289 3.329
H 3.165 -3.768 -0.994
H -5.585 -2.094 -1.928
H 2.981 -1.467 -2.154
H -4.186 -2.168 -0.859
H 8.488 -3.850 -1.804
H 1.835 -6.089 -0.970
H -2.331 8.051 -0.126
H -1.638 -4.616 -0.774
H 2.870 -1.381 1.879
H 3.753 4.766 -2.638
H -5.581 1.554 5.352
H -1.281 4.388 2.916
C 3.747 5.274 -3.594
C 3.443 4.590 -4.761
C 0.980 -4.125 -0.935
C 0.886 -5.624 -1.317
C -2.559 7.337 1.894
C -7.050 0.656 4.057
H -3.123 8.196 2.236
C 2.049 3.027 0.468
C 2.248 -3.430 -1.509
C 2.146 -1.153 -0.156
H -3.065 -6.352 -1.421
C -6.118 -1.824 0.132
H 7.902 -3.380 2.421
H -2.589 6.321 3.793
H -6.803 -2.520 0.638
Br -5.063 -0.764 1.456
C 8.370 -3.683 0.340
H 1.541 -2.468 1.459
C 4.044 7.235 -4.714
H 5.620 -2.513 1.906
C -0.297 -6.409 -0.656
C 2.155 -1.884 -1.550
Cl -3.667 -3.944 2.173
N 2.928 2.320 -0.248
H 3.264 -2.795 0.901
C -2.882 -6.302 -0.323
H -5.552 -6.199 1.004
C -5.396 -4.060 -1.037
H 3.209 3.534 -4.735
H 2.348 -3.779 -2.560
C -2.121 7.260 0.581
C 6.293 -2.819 1.112
H 6.183 -2.949 -2.122
C -1.538 5.223 2.274
H 0.089 -6.945 0.234
H -0.594 -7.200 -1.372
C -8.405 0.430 3.881
H 1.469 4.882 1.380
H -2.832 -7.303 0.139
H -1.045 6.032 -0.823
H -10.353 0.768 4.737
H 4.722 2.363 -1.237
H 0.912 -5.717 -2.421
H -6.758 -1.067 -0.352
C 7.560 -3.303 1.398
H 0.107 -3.545 -1.291
N 4.046 6.576 -3.551
H 0.940 -4.060 0.167
H 1.211 -1.605 -2.059
*
```

Properties
E, Ha: -6673.25939
Frontier orbital gap, eV: 6.63
Strongest force on any atom, eV/A: 1.423
E_HOMO, hartree: -0.1718


What is the strongest force on any atom in the second record?
3.668 eV/A


Number 1 is which compound?
CH2N2O3


Which of these has the lowest strongest force on any atom?
C37H51BrClGaN5


Which value of E does entry 2 give?
-250.57731 Ha